{"formula": "C31H35BN10O3S2V", "method": "the ωB97M-V functional and the def2-TZVPD basis", "species": ["V", "C", "C", "C", "C", "C", "N", "N", "B", "N", "N", "C", "C", "C", "C", "C", "N", "N", "C", "C", "C", "C", "C", "H", "H", "H", "H", "H", "H", "H", "H", "H", "H", "H", "H", "H", "H", "H", "H", "H", "H", "H", "H", "H", "H", "S", "C", "C", "C", "C", "N", "C", "C", "C", "S", "C", "N", "H", "H", "C", "C", "C", "C", "C", "C", "O", "N", "C", "O", "N", "C", "O", "H", "H", "H", "H", "H", "H", "H", "H", "H", "H", "H"], "coordinates": [[0.49391, 0.61904, 0.47686], [1.41873, 3.59357, 2.51228], [0.01928, 3.07876, 2.56269], [-1.05695, 3.59997, 3.29356], [-2.13863, 2.79975, 2.98370], [-3.55084, 2.88444, 3.45898], [-1.71791, 1.86021, 2.12258], [-0.39416, 2.02547, 1.86401], [-2.52821, 0.81913, 1.32207], [-1.98163, -0.58047, 1.65479], [-0.63992, -0.80334, 1.62523], [-0.45513, -2.08751, 1.94519], [0.88483, -2.73622, 2.04289], [-1.69181, -2.69284, 2.17653], [-2.63576, -1.70488, 1.96565], [-4.12353, -1.79612, 2.00115], [-2.35771, 1.15223, -0.17879], [-1.12868, 1.46406, -0.68939], [-1.33538, 1.90662, -1.93074], [-0.26913, 2.45909, -2.81869], [-2.69326, 1.84090, -2.23661], [-3.30884, 1.35606, -1.09681], [-4.75034, 1.06169, -0.85906], [1.42749, 4.65167, 2.77635], [1.84094, 3.47427, 1.51503], [2.06073, 3.05330, 3.20909], [-1.04318, 4.44975, 3.95511], [-3.64230, 3.69689, 4.17846], [-3.86527, 1.95876, 3.94216], [-4.23960, 3.07455, 2.63497], [-3.68502, 0.88180, 1.61767], [1.68711, -2.04492, 1.81011], [0.94907, -3.58104, 1.35789], [1.03834, -3.11925, 3.05389], [-1.87551, -3.71834, 2.45179], [-4.41604, -2.79062, 2.33555], [-4.53453, -1.63924, 1.00332], [-4.56173, -1.05903, 2.67418], [0.30053, 3.23705, -2.31225], [-0.74294, 2.89025, -3.70034], [0.44603, 1.70699, -3.14545], [-3.16399, 2.12243, -3.16374], [-5.30967, 1.25301, -1.77379], [-5.16618, 1.67876, -0.06126], [-4.88151, 0.01283, -0.59863], [2.29447, 0.41222, 2.00857], [3.70591, 1.11074, 1.26534], [4.93496, 1.03974, 1.92075], [6.08075, 1.59183, 1.37077], [7.32686, 1.49148, 2.07962], [8.32251, 1.41498, 2.65030], [6.00046, 2.24077, 0.12879], [4.78139, 2.32368, -0.52170], [3.61853, 1.77172, 0.02392], [2.10710, 1.93408, -0.81917], [7.16491, 2.82693, -0.47887], [8.08338, 3.30558, -0.97856], [4.99413, 0.53882, 2.87812], [4.72317, 2.82951, -1.47648], [0.94533, -0.85646, -4.13252], [1.54559, -1.97264, -3.29375], [0.51389, -2.67238, -2.39498], [1.20403, -3.79994, -1.59913], [0.23181, -4.72294, -0.87106], [-0.54175, -3.31677, -3.27374], [-0.25390, -4.07465, -4.18082], [-1.83819, -3.03257, -2.96337], [-2.27839, -2.21844, -1.89983], [-3.47268, -2.20883, -1.65819], [-1.35823, -1.50881, -1.18907], [-0.07771, -1.66434, -1.41405], [0.78986, -0.97686, -0.78237], [1.71630, -0.35270, -4.71614], [0.46906, -0.11054, -3.49593], [0.19325, -1.23794, -4.82753], [2.32445, -1.57541, -2.64177], [1.98700, -2.73572, -3.93698], [1.88718, -3.31864, -0.89674], [1.80214, -4.37812, -2.30597], [-0.47027, -4.16123, -0.24918], [0.76831, -5.41821, -0.22333], [-0.34736, -5.31672, -1.58102], [-2.55999, -3.51073, -3.48206]], "lowdin_spin": [1.957, 0.001, 0.007, 0.001, 0.006, 0.001, 0.001, -0.007, 0.002, 0.006, 0.001, 0.005, 0.001, 0.001, 0.004, 0.001, 0.005, 0.002, 0.004, 0.001, 0.001, 0.003, 0.001, 0.000, 0.000, 0.001, 0.000, 0.000, 0.000, 0.000, 0.000, 0.000, 0.000, 0.000, 0.000, 0.000, 0.000, 0.000, 0.000, 0.000, 0.000, 0.000, 0.000, 0.000, 0.000, -0.029, 0.005, -0.004, 0.003, 0.001, 0.002, -0.001, 0.000, 0.002, -0.006, 0.000, -0.001, 0.000, 0.000, 0.000, 0.000, 0.000, 0.000, 0.000, 0.000, 0.000, 0.000, 0.001, 0.003, 0.006, 0.004, 0.005, 0.000, 0.000, 0.000, 0.000, 0.000, 0.000, 0.000, 0.000, 0.000, 0.000, 0.000], "lumo_ev": [2.21, 2.28], "s2": 2.02, "total_charge": -1, "homo_lumo_gap_ha": [0.2721, 0.2766], "spin_multiplicity": 3, "homo_ev": [-5.2, -5.2]}